1.
Entry from the OMol25 dataset: C3H3FOS in the gas phase at a distorted geometry (wB97M-V/def2-TZVPD).

Structure (XYZ):
```
9
Properties=species:S:1:pos:R:3
C 1.564 -0.095 0.143
C 0.498 -0.886 0.084
C -1.713 0.649 -0.099
H 2.598 -0.212 0.444
H 0.604 -1.853 0.783
H -0.929 1.562 0.379
O -3.150 0.474 -0.052
F 1.524 1.051 -0.800
S -0.996 -0.690 -0.882
```

Kohn-Sham gap: 9.3 eV
F_max: 0.1856 Eh/bohr
DFT total energy: -18755.519 eV
Energy relative to the best compared isomer or geometry (same formula, charge and spin): 3.522 eV
E_HOMO: -9.75 eV

=====

2.
Entry from the OMol25 dataset: C16H44FN4O4Pd2 as an isolated structure at a distorted geometry (wB97M-V/def2-TZVPD).

Structure (XYZ):
```
71
Properties=species:S:1:pos:R:3
Pd -0.270 -0.183 1.812
Pd 3.042 1.856 0.637
F 1.128 0.695 0.425
C -1.417 3.205 4.365
C -1.036 1.808 3.889
C -2.207 0.928 4.034
O -1.857 -0.364 3.538
C -3.017 -1.255 3.679
N -0.522 1.917 2.560
H -2.219 3.627 3.759
H -0.618 3.941 4.268
H -1.756 3.198 5.401
H -0.222 1.494 4.541
H -3.093 1.226 3.474
H -2.509 0.954 5.081
H -3.256 -1.504 4.713
H -2.748 -2.195 3.197
H -3.882 -0.993 3.069
H 0.242 2.572 2.480
H -1.292 2.417 2.138
C -0.797 -4.119 -0.182
C -0.749 -3.157 1.002
C -0.632 -3.881 2.360
O -1.783 -4.638 2.651
C -1.543 -5.362 3.841
N 0.315 -2.190 0.820
H 0.090 -4.737 -0.319
H -0.871 -3.604 -1.140
H -1.681 -4.750 -0.095
H -1.739 -2.721 0.871
H -0.588 -3.225 3.229
H 0.308 -4.426 2.457
H -1.587 -4.712 4.716
H -0.650 -5.980 3.927
H -2.318 -6.122 3.933
H 0.312 -1.938 -0.158
H 1.198 -2.632 1.030
C 4.301 0.971 -3.389
C 3.919 1.731 -2.137
C 2.560 2.481 -2.215
O 2.191 3.045 -0.915
C 1.110 3.968 -1.060
N 3.968 0.690 -1.030
H 4.399 1.706 -4.188
H 3.554 0.249 -3.720
H 5.273 0.478 -3.414
H 4.687 2.476 -1.925
H 1.768 1.828 -2.582
H 2.587 3.277 -2.959
H 1.280 4.720 -1.831
H 0.997 4.597 -0.177
H 0.186 3.413 -1.222
H 3.525 -0.149 -1.377
H 4.916 0.363 -0.908
C -0.629 -1.441 -3.976
C 0.103 -0.305 -3.216
C -0.733 1.042 -3.344
O -0.592 1.634 -4.660
C -1.288 2.822 -4.853
N 0.154 -0.694 -1.827
H -0.614 -1.147 -5.025
H -1.624 -1.658 -3.585
H -0.144 -2.412 -3.883
H 1.087 -0.095 -3.637
H -0.363 1.726 -2.580
H -1.777 0.885 -3.076
H -1.048 3.454 -3.998
H -2.365 2.659 -4.878
H -0.981 3.255 -5.805
H 0.566 0.009 -1.230
H -0.753 -0.728 -1.384
```

Kohn-Sham gap (alpha / beta): 6.1 / 4.7 eV
F_max: 0.0646 Eh/bohr
DFT total energy: -41111.528 eV
2S+1: 6
Charge: +2
E_HOMO (alpha / beta): -11.60 / -14.36 eV

=====

3.
Entry from the OMol25 dataset: a 2-piece molecular cluster, C6H13NO overall at a distorted geometry (wB97M-V/def2-TZVPD).

Structure (XYZ):
```
21
Properties=species:S:1:pos:R:3
C 2.267 -1.168 1.044
C 1.814 -0.989 -0.376
N 2.374 0.901 -0.999
O 1.760 -1.899 -1.170
H 2.753 0.538 -1.870
H 2.258 1.904 -1.118
H 1.404 -1.366 1.675
H 2.949 -2.008 1.159
H 2.757 -0.243 1.396
C -2.859 -0.247 -0.671
C 0.899 0.431 -0.608
C -1.984 0.134 0.476
C -2.254 1.086 1.351
H -3.277 -1.246 -0.515
H -2.287 -0.269 -1.596
H -3.682 0.446 -0.779
H 0.580 1.170 0.131
H -1.020 -0.395 0.510
H 0.281 0.207 -1.491
H -1.602 1.297 2.183
H -3.129 1.719 1.268
```

Kohn-Sham gap: 9.8 eV
F_max: 0.1171 Eh/bohr
DFT total energy: -9967.690 eV
Energy relative to the best compared isomer or geometry (same formula, charge and spin): 3.485 eV
E_HOMO: -9.08 eV

=====

4.
Entry from the OMol25 dataset: a 3-piece molecular cluster, C5H7NO overall at a distorted geometry (wB97M-V/def2-TZVPD).

Structure (XYZ):
```
14
Properties=species:S:1:pos:R:3
N -2.647 -0.200 -0.102
C -3.009 0.745 0.490
O -0.882 -2.135 -1.106
C 0.103 -2.009 -0.412
C 1.473 0.939 1.009
C 1.294 1.242 -0.449
C 0.324 1.432 0.681
H -2.221 -0.991 -0.581
H 1.046 -2.524 -0.667
H 0.108 -1.375 0.492
H 2.152 0.577 1.766
H 1.141 0.428 -1.170
H 1.788 2.110 -0.894
H -0.671 1.761 0.943
```

Kohn-Sham gap: 9.9 eV
F_max: 0.0233 Eh/bohr
DFT total energy: -8831.211 eV
Energy relative to the best compared isomer or geometry (same formula, charge and spin): 4.992 eV
E_HOMO: -9.75 eV